# 1
14
Properties=species:S:1:pos:R:3:mulliken_charge:R:1 method="wB97M-V/def2-TZVPD" smiles=OCCCSS homo_lumo_gap_ev=8.91 largest_force_ev_per_a=1.61 e_homo_ha=-0.3103 energy_ha=-990.69079 de_lowest_kj_mol=52.0
O 0.273 -2.176 -1.844 -0.505
C 0.141 -1.509 -0.603 -0.655
C -0.061 -0.012 -0.769 -0.426
C 0.228 0.747 0.517 -0.629
S -0.369 2.467 0.434 -0.085
S -1.465 2.684 2.204 -0.178
H 1.209 -2.191 -2.097 0.309
H 0.894 -1.707 0.161 0.349
H -0.785 -1.946 -0.212 0.272
H -1.061 0.287 -1.116 0.330
H 0.526 0.328 -1.633 0.300
H 1.292 0.793 0.731 0.352
H -0.272 0.243 1.342 0.411
H -0.550 1.992 2.886 0.154



# 2
18
Properties=species:S:1:pos:R:3:mulliken_charge:R:1 method="wB97M-V/def2-TZVPD" homo_lumo_gap_ev=9.80 largest_force_ev_per_a=5.99 e_homo_ha=-0.3345 energy_ha=-799.27218 de_lowest_kj_mol=227.4
C -1.412 1.066 1.347 0.610
C 0.109 0.276 -0.334 -0.387
C -1.325 1.214 -1.377 0.013
C 0.009 -1.115 -0.980 -1.042
C 0.468 0.024 2.158 -0.983
N -0.331 0.435 0.949 0.087
O -1.805 1.259 2.462 -0.583
O -0.924 2.154 -2.266 -0.504
S -2.297 1.861 -0.074 -0.199
H 1.032 0.701 -0.414 0.419
H -1.820 0.307 -1.917 0.323
H -1.070 -1.419 -1.126 0.279
H 0.674 -1.897 -0.353 0.250
H 0.498 -1.329 -1.978 0.323
H -0.308 -0.271 2.868 0.350
H 1.317 -0.683 2.035 0.305
H 0.968 0.879 2.564 0.352
H -0.670 2.964 -1.774 0.386



# 3
13
Properties=species:S:1:pos:R:3:mulliken_charge:R:1 method="wB97M-V/def2-TZVPD" smiles="C=CC.SS" homo_lumo_gap_ev=10.03 largest_force_ev_per_a=1.28 e_homo_ha=-0.3559 energy_ha=-915.43064 de_lowest_kj_mol=121.6
C -2.398 0.583 -1.592 -0.760
C -1.182 0.382 -1.137 0.060
C -0.315 -0.706 -1.749 -0.974
H -3.010 1.354 -1.137 0.247
H -2.841 0.026 -2.403 0.255
H -0.827 0.922 -0.272 0.319
H -0.227 -0.430 -2.801 0.276
H 0.704 -0.719 -1.366 0.291
H -0.821 -1.668 -1.749 0.287
S 3.610 0.002 2.904 -0.165
S 2.570 -0.018 4.667 -0.166
H 2.894 -0.825 2.158 0.161
H 1.842 1.095 4.476 0.169